Arrangement one

The following is a DFT calculation (wB97M-V/def2-TZVPD) of a molecular structure, C28H23F2N4OPRuS3.

## Properties
Multiplicity: 6
Charge: -1
HOMO level (spin up / spin down) in eV: -2.13 / -5.57
⟨S²⟩: 8.80
HOMO-LUMO gap (spin up / spin down) in eV: 4.349 / 6.195

Each line ends with the Mulliken spin population.
Element x y z (Å)
Ru1 0.30665 -1.67621 -0.55350  1.22
S1 -1.85354 -1.33513 0.67932  0.35
C1 -2.80235 -2.22953 -0.31841  0.44
C2 -4.23026 -1.96827 -0.30227  -0.05
N1 -5.36431 -1.72567 -0.26734  0.19
C3 -2.35908 -3.18787 -1.29015  0.44
S2 -0.83156 -3.63890 -1.70381  0.43
C4 -3.35083 -3.84264 -2.12045  -0.03
N2 -4.02228 -4.46307 -2.83364  0.18
O1 0.81386 -4.07648 0.84766  0.63
C5 0.81611 -2.88319 0.90066  0.38
C6 1.12047 -2.11061 2.16076  0.20
C7 1.03881 -2.80172 3.35138  0.14
C8 1.35991 -2.17253 4.55037  -0.03
C9 1.74111 -0.82151 4.49505  0.21
C10 1.75252 -0.12172 3.28257  -0.12
C11 1.40635 -0.75778 2.09946  0.17
P1 1.26185 0.13047 0.51607  0.05
C12 0.35988 1.56673 1.09442  -0.08
C13 0.55359 2.80715 0.48269  -0.01
C14 -0.00158 3.92455 1.13717  0.00
C15 -0.87582 3.74478 2.21426  0.00
C16 -1.21315 2.44527 2.63034  0.01
C17 -0.61122 1.34613 2.06132  0.06
C18 2.89591 0.67607 -0.06354  0.04
C19 3.06417 1.01295 -1.41476  0.01
C20 4.30967 1.44651 -1.84022  0.00
C21 5.38474 1.53896 -0.92772  0.00
C22 5.19183 1.16467 0.39473  0.00
C23 3.94623 0.71962 0.85225  -0.03
H1 0.68483 -3.83492 3.27950  0.02
H2 1.46495 -2.67333 5.50506  0.00
H3 2.02860 -0.27922 5.36987  0.03
H4 2.03812 0.90966 3.32314  0.01
H5 1.15312 2.94754 -0.40750  0.00
H6 0.24643 4.90158 0.74415  0.00
H7 -1.32843 4.63098 2.65382  0.00
H8 -1.93283 2.29394 3.42770  0.00
H9 -0.92654 0.35754 2.36455  0.02
H10 2.25948 0.90866 -2.15919  0.00
H11 4.45123 1.68600 -2.88800  0.00
H12 6.35606 1.87551 -1.26207  0.00
H13 6.00658 1.21066 1.07870  0.00
H14 3.80108 0.39285 1.87574  0.00
F1 2.49413 -1.83141 -2.53376  0.01
C24 2.05295 -2.18721 -1.28937  -0.01
F2 3.15175 -2.27918 -0.41227  0.00
H15 1.81840 -3.26732 -1.41516  0.03
C25 -3.23952 -0.82973 -3.71475  0.01
N3 -2.99566 0.23170 -2.76286  0.01
C26 -4.09379 1.07608 -2.27157  0.01
C27 -3.35780 2.24775 -1.64268  0.00
N4 -1.98590 1.78620 -1.57994  0.02
C28 -1.80355 0.65882 -2.29202  0.00
S3 -0.34374 -0.10979 -2.62448  0.05
H16 -3.40216 -0.36639 -4.68811  0.00
H17 -4.09672 -1.43734 -3.42466  0.00
H18 -2.33462 -1.42439 -3.88222  0.00
H19 -4.69547 0.52913 -1.53477  -0.01
H20 -4.74163 1.38282 -3.09390  0.00
H21 -3.75858 2.45924 -0.63215  0.00
H22 -3.50534 3.15163 -2.25709  0.00
H23 -1.27311 2.17090 -0.96837  0.00



Arrangement two

The following is a DFT calculation (wB97M-V/def2-TZVPD) of a molecular structure, C28H23F2N4OPRuS3.

## Properties
Multiplicity: 6
Charge: -1
HOMO level (spin up / spin down) in eV: -2.35 / -5.29
⟨S²⟩: 8.81
HOMO-LUMO gap (spin up / spin down) in eV: 4.732 / 5.909

Each line ends with the Mulliken spin population.
Element x y z (Å)
Ru1 1.39763 -0.54754 0.56192  1.37
S1 0.34633 1.33065 1.51724  0.30
C1 0.58815 1.21825 3.18955  0.43
C2 0.20621 2.27189 4.02775  0.00
N1 -0.07465 3.20115 4.68383  0.25
C3 1.08463 0.00141 3.79905  0.34
S2 1.71594 -1.21359 2.86063  0.48
C4 1.16430 -0.19589 5.18638  0.00
N2 1.23226 -0.53537 6.28901  0.20
O1 4.14489 -0.12347 0.15490  0.64
C5 3.09327 0.45707 -0.04175  0.50
C6 2.85545 1.72397 -0.85366  0.10
C7 3.75444 2.76180 -1.01712  0.14
C8 3.39135 3.82314 -1.87734  -0.08
C9 2.20478 3.84813 -2.62197  0.21
C10 1.34473 2.74338 -2.51763  -0.09
C11 1.73625 1.70556 -1.67539  0.17
P1 0.52562 0.44386 -1.50064  -0.17
C12 0.57418 -0.21272 -3.21356  0.01
C13 -0.50570 -0.20201 -4.08792  0.00
C14 -0.33897 -0.81473 -5.32643  0.00
C15 0.79012 -1.52076 -5.70480  0.00
C16 1.85005 -1.55816 -4.79242  0.00
C17 1.77652 -0.82270 -3.62138  0.00
C18 -1.23476 1.01214 -1.29148  -0.01
C19 -1.39196 2.37341 -1.04666  0.04
C20 -2.65727 2.96817 -1.06699  0.00
C21 -3.79116 2.23900 -1.35580  0.00
C22 -3.61963 0.86153 -1.47616  0.00
C23 -2.37592 0.25883 -1.44111  0.03
H1 4.69401 2.83306 -0.43593  0.02
H2 4.15924 4.61072 -2.05946  0.00
H3 1.97126 4.70479 -3.26466  0.02
H4 0.41310 2.62898 -3.05468  0.00
H5 -1.42167 0.33414 -3.86059  0.00
H6 -1.20730 -0.77020 -6.00750  0.00
H7 0.85392 -1.99441 -6.69383  0.00
H8 2.80533 -2.14277 -4.97253  0.00
H9 2.69595 -0.63032 -2.99555  -0.01
H10 -0.52865 3.03568 -0.85951  0.00
H11 -2.71154 4.02693 -0.85110  0.00
H12 -4.78536 2.64447 -1.34089  0.00
H13 -4.46294 0.18869 -1.58635  0.00
H14 -2.31983 -0.80976 -1.64930  0.00
F1 1.91100 -2.48242 -1.44198  0.00
C24 2.34638 -2.37576 -0.11805  -0.03
F2 1.74703 -3.40384 0.56141  0.01
H15 3.45534 -2.55643 -0.13141  0.00
C25 -1.20703 -4.16275 3.05564  0.01
N3 -1.80639 -2.88310 3.39896  0.01
C26 -2.45645 -2.56030 4.69233  0.00
C27 -2.78749 -1.03603 4.56194  0.00
N4 -2.05418 -0.66913 3.37100  0.01
C28 -1.51273 -1.74857 2.69762  -0.03
S3 -0.90680 -1.68878 1.12023  0.12
H16 -0.14657 -4.21331 3.34951  0.00
H17 -1.28001 -4.25325 1.99097  0.00
H18 -1.71929 -4.96898 3.59807  0.00
H19 -1.80025 -2.82825 5.51729  0.00
H20 -3.37214 -3.17400 4.77861  0.00
H21 -2.45094 -0.45347 5.41704  0.00
H22 -3.91204 -0.95217 4.53601  0.00
H23 -1.99006 0.25415 2.93662  0.01



How far above the most stable structure does each one sit? In eV: arrangement one 0.000; arrangement two 0.408.



Arrangement one

The following is a DFT calculation (wB97M-V/def2-TZVPD) of a single C2HF2IO molecule.

## Properties
Multiplicity: 1
SMILES: O=C(I)C(F)F
HOMO level in eV: -10.36
HOMO-LUMO gap in eV: 10.233

Each line ends with the Mulliken charge.
Element x y z (Å)
O1 -0.57690 1.65980 -0.77738  -0.41
C1 -0.65659 0.51982 -0.39796  0.19
I1 -2.39797 -0.65361 -0.42844  0.08
C2 0.62952 -0.27749 0.20032  0.40
F1 0.25325 -1.13060 1.08022  -0.20
F2 1.38628 0.72207 0.76642  -0.23
H1 1.36240 -0.84000 -0.44319  0.16



Arrangement two

The following is a DFT calculation (wB97M-V/def2-TZVPD) of a single C2HF2IO molecule.

## Properties
Multiplicity: 1
SMILES: F[C@H]1O[C@@]1(F)I
HOMO level in eV: -10.36
HOMO-LUMO gap in eV: 10.545

Each line ends with the Mulliken charge.
Element x y z (Å)
F1 -1.16818 0.45018 1.55908  -0.20
C1 -0.44776 0.43983 0.48336  0.12
O1 1.02020 0.52836 0.70105  -0.37
C2 0.40037 -0.38306 -0.27123  0.26
F2 0.22617 0.20934 -1.57580  -0.26
I1 0.96174 -2.29210 -0.53125  0.22
H1 -0.99255 1.04744 -0.36521  0.22



How far above the most stable structure does each one sit? In eV: arrangement one 0.000; arrangement two 2.213.



Arrangement one

The following is a DFT calculation (wB97M-V/def2-TZVPD) of a gas-phase ion, C3H6NO3 (charge +1).

## Properties
Multiplicity: 1
Charge: +1
SMILES: [NH3+][C@@H]1[C@]2(O)O[C@]12O
HOMO level in eV: -13.91
HOMO-LUMO gap in eV: 10.162

Each line ends with the Mulliken charge.
Element x y z (Å)
N1 -1.83023 0.06689 -0.19354  -0.24
C1 -0.50795 0.04195 0.65384  -0.39
C2 0.63538 0.64537 -0.01666  0.46
O1 1.37413 1.71437 0.31150  -0.46
O2 0.45328 -0.12967 -1.25155  -0.51
C3 0.63976 -0.76983 0.03877  0.46
O3 1.44226 -1.87200 0.16200  -0.51
H1 -2.33240 -0.71639 0.06664  0.32
H2 -1.61367 0.09006 -1.27135  0.41
H3 -2.31262 0.89119 0.01128  0.33
H4 -0.53758 0.28038 1.74552  0.37
H5 2.17582 1.54595 -0.22030  0.39
H6 2.41384 -1.78827 -0.03614  0.38



Arrangement two

The following is a DFT calculation (wB97M-V/def2-TZVPD) of a gas-phase ion, C3H6NO3 (charge +1).

## Properties
Multiplicity: 1
Charge: +1
SMILES: [NH3+][C@@]1(O)COC1=O
HOMO level in eV: -15.01
HOMO-LUMO gap in eV: 11.002

Each line ends with the Mulliken charge.
Element x y z (Å)
N1 -0.25890 -0.17163 0.99617  -0.27
C1 0.59700 0.11019 -0.17904  0.54
O1 1.43664 -0.87621 -0.33876  -0.48
C2 -0.47265 0.83818 -1.24680  -0.52
O2 0.16244 2.14206 -1.02434  -0.27
C3 1.09244 1.65983 -0.19368  0.42
O3 1.88999 2.21527 0.47626  -0.44
H1 -0.54147 0.66436 1.33665  0.34
H2 0.36776 -0.53820 1.68461  0.35
H3 -1.04713 -0.77986 0.83165  0.33
H4 1.83022 -0.87757 -1.18070  0.40
H5 -0.41160 0.59870 -2.35056  0.29
H6 -1.50070 0.73724 -0.94170  0.32



How far above the most stable structure does each one sit? In eV: arrangement one 2.274; arrangement two 0.000.



Arrangement one

The following is a DFT calculation (wB97M-V/def2-TZVPD) of 2 unconnected molecules or ions with the total composition C2H5FSi.

## Properties
Multiplicity: 1
HOMO level (spin up / spin down) in eV: -10.12 / -9.35
HOMO-LUMO gap (spin up / spin down) in eV: 9.871 / 8.707

Each line ends with the Mulliken charge.
Element x y z (Å)
C1 -2.11754 0.01345 -0.16484  -0.40
C2 -1.09763 -0.77170 -0.10046  0.07
F1 -3.39837 -0.08555 -0.03365  -0.16
Si1 0.67575 -0.21113 0.04991  0.43
H1 -1.08893 2.29725 0.48970  0.00
H2 -1.35724 -1.75996 0.12401  0.38
H3 0.89183 1.20802 0.07880  -0.15
H4 1.59210 -1.02072 -1.03180  -0.07
H5 0.92346 -0.88957 1.31415  -0.09



Arrangement two

The following is a DFT calculation (wB97M-V/def2-TZVPD) of 2 unconnected molecules or ions with the total composition C2H5FSi.

## Properties
Multiplicity: 1
HOMO level in eV: -11.13
HOMO-LUMO gap in eV: 11.342

Each line ends with the Mulliken charge.
Element x y z (Å)
C1 -1.03650 1.26802 0.56660  -0.27
C2 -0.41990 0.30758 0.02871  0.09
F1 -1.45776 -0.59611 -1.26023  -0.54
Si1 1.01836 -0.93310 -0.17605  0.35
H1 -0.60223 1.61927 1.49695  0.25
H2 -1.91164 1.62187 0.12831  0.32
H3 2.00987 -0.09501 0.53859  -0.10
H4 1.05184 -2.38946 0.34612  -0.05
H5 1.34796 -0.80306 -1.66899  -0.04



How far above the most stable structure does each one sit? In eV: arrangement one 3.125; arrangement two 0.000.



Arrangement one

The following is a DFT calculation (wB97M-V/def2-TZVPD) of 2 unconnected molecules or ions with the total composition C4H3NO.

## Properties
Multiplicity: 1
HOMO level in eV: -10.28
HOMO-LUMO gap in eV: 9.448

Each line ends with the Mulliken charge.
Element x y z (Å)
O1 -1.21977 1.24042 -0.51851  -0.41
C1 -0.52708 0.10684 -0.46093  -0.09
C2 0.89785 0.22706 -0.31521  -0.60
C3 2.09099 0.33369 -0.17906  0.49
C4 -1.22668 -1.36840 0.91577  -0.08
N1 -1.58101 -2.16090 1.69829  -0.40
H1 -0.70849 1.99077 -0.16561  0.36
H2 -0.99874 -0.76974 -0.83160  0.33
H3 3.15189 0.37787 -0.03424  0.40



Arrangement two

The following is a DFT calculation (wB97M-V/def2-TZVPD) of a single C4H3NO molecule.

## Properties
Multiplicity: 1
SMILES: Cc1c2noc1-2
HOMO level (spin up / spin down) in eV: -10.23 / -9.73
HOMO-LUMO gap (spin up / spin down) in eV: 9.283 / 8.263

Each line ends with the Mulliken charge.
Element x y z (Å)
C1 -1.16678 0.84719 0.39317  -0.92
C2 0.08420 0.03432 0.02724  0.64
C3 0.36875 -1.29167 0.04391  0.00
N1 1.39788 -1.89783 -0.42726  -0.33
O1 2.08797 -0.82615 -0.84389  -0.08
C4 1.26147 0.23163 -0.64458  -0.21
H1 -0.94386 1.08795 1.48009  0.26
H2 -1.16191 1.61890 -0.35911  0.31
H3 -1.92773 0.19566 0.33044  0.34



Arrangement three

The following is a DFT calculation (wB97M-V/def2-TZVPD) of a single C4H3NO molecule.

## Properties
Multiplicity: 1
HOMO level in eV: -10.53
HOMO-LUMO gap in eV: 10.624

Each line ends with the Mulliken charge.
Element x y z (Å)
O1 1.52962 -1.28642 0.55113  -0.49
C1 0.24204 -0.93812 1.00505  -0.57
C2 -0.46612 0.04173 0.13433  0.06
C3 -1.03497 0.81240 -0.62627  0.42
C4 -1.71488 2.14547 -1.57670  -0.08
N1 -1.96394 0.97068 -1.78913  -0.21
H1 1.45460 -1.61237 -0.35471  0.32
H2 0.37446 -0.51188 2.00445  0.28
H3 -0.40646 -1.82652 1.12598  0.27



How far above the most stable structure does each one sit? In eV: arrangement one 0.160; arrangement two 2.307; arrangement three 0.000.



Arrangement one

The following is a DFT calculation (wB97M-V/def2-TZVPD) of a single C4H3NO molecule.

## Properties
Multiplicity: 1
HOMO level in eV: -11.24
HOMO-LUMO gap in eV: 10.172

Each line ends with the Mulliken charge.
Element x y z (Å)
O1 -0.68810 1.40574 -0.25151  -0.50
C1 -0.30512 0.06666 -0.35036  0.23
C2 1.68126 -0.60197 0.84531  -0.28
C3 1.23417 -0.15242 -0.28207  -0.23
C4 -1.08871 -0.80441 0.55186  0.18
N1 -1.74173 -1.44932 1.25218  -0.35
H1 -0.51186 1.70072 0.65386  0.39
H2 -0.53162 -0.23608 -1.37230  0.21
H3 1.88449 0.13902 -1.08052  0.37



Arrangement two

The following is a DFT calculation (wB97M-V/def2-TZVPD) of a single C4H3NO molecule.

## Properties
Multiplicity: 1
HOMO level in eV: -8.72
HOMO-LUMO gap in eV: 8.614

Each line ends with the Mulliken charge.
Element x y z (Å)
C1 -0.78229 0.45005 -0.13147  -0.83
C2 -1.21900 -0.89359 -0.03383  0.27
C3 0.50938 0.52299 -0.06701  0.66
C4 1.37608 -0.62860 0.16357  -0.33
N1 1.85620 0.70857 0.09401  -0.13
O1 -0.43910 -1.79433 0.25875  -0.46
H1 -1.52893 1.23724 -0.34415  0.34
H2 -2.34680 -0.96079 -0.22475  0.25
H3 2.57447 1.35847 0.28489  0.23



How far above the most stable structure does each one sit? In eV: arrangement one 0.000; arrangement two 1.549.